1.
C5H7NO | wB97M-V/def2-TZVPD

```
! wB97M-V def2-TZVPD RIJCOSX def2/J DEFGRID3
* xyz 0 1
O 0.832 2.166 1.154
C 1.533 1.465 0.449
N 1.236 0.157 0.289
C -0.077 -0.188 0.980
C -1.247 -0.005 0.004
C -1.095 -0.952 -1.092
C -0.891 -1.783 -1.938
H 2.422 1.874 -0.064
H 1.779 -0.370 -0.410
H -0.307 0.455 1.853
H 0.019 -1.200 1.358
H -2.224 -0.139 0.488
H -1.239 1.027 -0.367
H -0.742 -2.507 -2.704
*
```

Computed properties:
Kohn-Sham gap ... 0.39275 Eh
SMILES ... C#CCCNC=O
Energy relative to the best compared isomer or geometry (same formula, charge and spin) ... 49.17 kcal per mole
E_HOMO ... -9.75 eV

2.
C16H30N4O3 | wB97M-V/def2-TZVPD

```
! wB97M-V def2-TZVPD RIJCOSX def2/J DEFGRID3
* xyz 0 1
C -2.162 -3.230 -0.641
C -2.403 -1.998 -1.498
N -3.194 -0.977 -0.802
C -4.648 -1.105 -0.859
C -5.280 -0.222 -1.927
N -4.857 -0.632 -3.265
C -2.721 0.089 -0.140
O -3.446 0.956 0.339
C -1.199 0.243 0.075
O -0.385 -0.671 0.008
N -0.874 1.504 0.377
C 0.508 1.842 0.672
C 0.774 3.336 0.581
C 2.265 3.596 0.807
C 2.760 3.015 2.132
C 2.425 1.525 2.265
C 3.343 0.685 1.368
O 4.529 0.963 1.264
N 2.800 -0.384 0.741
C 3.605 -1.255 -0.111
C 2.686 -1.959 -1.097
C 4.410 -2.241 0.727
C 0.929 1.312 2.044
H -1.610 -3.979 -1.211
H -1.576 -2.969 0.239
H -3.103 -3.680 -0.319
H -1.462 -1.567 -1.818
H -2.965 -2.248 -2.397
H -4.875 -2.156 -1.050
H -5.061 -0.838 0.113
H -6.368 -0.243 -1.782
H -4.952 0.803 -1.756
H -5.335 -1.480 -3.548
H -5.089 0.077 -3.948
H -1.635 2.155 0.509
H 1.109 1.349 -0.096
H 0.463 3.711 -0.398
H 0.180 3.862 1.338
H 2.834 3.150 -0.014
H 2.463 4.669 0.776
H 3.836 3.151 2.223
H 2.284 3.547 2.961
H 2.681 1.205 3.280
H 1.803 -0.542 0.757
H 4.303 -0.611 -0.650
H 3.266 -2.607 -1.754
H 1.954 -2.576 -0.570
H 2.140 -1.241 -1.709
H 5.042 -2.859 0.088
H 5.048 -1.706 1.430
H 3.740 -2.897 1.287
H 0.375 1.863 2.809
H 0.643 0.265 2.152
*
```

Computed properties:
Kohn-Sham gap ... 0.36935 Eh
SMILES ... CCN(CCN)C(=O)C(=O)N[C@H]1CCC[C@H](C(=O)NC(C)C)C1
Energy relative to the best compared isomer or geometry (same formula, charge and spin) ... 0.00 kcal per mole
E_HOMO ... -9.28 eV

3.
C6H24O6 | wB97M-V/def2-TZVPD

```
! wB97M-V def2-TZVPD RIJCOSX def2/J DEFGRID3
* xyz 1 2
C -6.405 10.279 -1.507
O -6.036 11.590 -1.610
H -7.447 10.128 -1.789
H -5.814 9.677 -2.197
H -6.210 9.968 -0.480
H -5.725 11.579 -2.519
C -4.543 14.406 -8.001
O -3.852 14.585 -6.827
H -3.774 14.265 -8.759
H -5.161 13.518 -7.872
H -5.062 15.332 -8.250
H -4.552 14.568 -6.170
C -4.892 17.359 -2.309
O -3.993 17.195 -1.235
H -4.591 16.797 -3.192
H -5.891 16.989 -2.079
H -5.100 18.370 -2.659
H -4.583 17.182 -0.478
C -4.983 11.224 -4.974
O -6.313 10.984 -4.558
H -4.322 10.432 -4.623
H -4.895 11.243 -6.060
H -4.762 12.212 -4.570
H -6.593 10.101 -4.807
C -6.777 14.570 -4.334
O -6.554 13.724 -5.375
H -6.352 14.145 -3.425
H -6.467 15.611 -4.430
H -7.837 14.710 -4.122
H -6.678 12.870 -4.954
C -8.246 17.695 -5.904
O -8.843 18.986 -5.681
H -7.591 17.483 -5.060
H -8.964 16.879 -5.987
H -7.644 17.466 -6.783
H -8.239 19.667 -5.985
*
```

Computed properties:
Kohn-Sham gap (spin up / spin down) ... 0.37341 / 0.09061 Eh
Energy relative to the best compared isomer or geometry (same formula, charge and spin) ... 100.61 kcal per mole
⟨S²⟩ ... 0.755
E_HOMO (spin up / spin down) ... -13.12 / -12.75 eV

Q: Which of these has the highest energy relative to the best compared isomer or geometry (same formula, charge and spin)?
A: C6H24O6